Entry 1:
Here is a cluster of 9 separate species, C19H55ClFO8P in total in a non-equilibrium geometry from the Open Molecules 2025 dataset. Energies are from wB97M-V/def2-TZVPD.

```
85
Properties=species:S:1:pos:R:3
C 0.7684 0.2007 -1.6409
C -0.4759 1.0844 -1.7156
F -0.9326 1.0684 -3.0379
C -1.5766 0.5981 -0.7546
P -3.1193 0.0110 -1.5728
Cl -2.4218 -1.6969 -2.5344
H 1.6198 0.8074 -1.3574
H 0.6714 -0.5746 -0.8973
H 0.9310 -0.2674 -2.5971
H -0.2213 2.0988 -1.4355
H -1.8268 1.3488 -0.0181
H -1.2445 -0.2736 -0.2151
H -3.3856 0.9751 -2.5723
C 1.8298 1.1422 3.1559
C 0.7290 1.9281 2.4719
O -0.0636 1.0902 1.6234
H 2.4821 0.6666 2.4207
H 2.4317 1.7928 3.7917
H 1.4052 0.3507 3.7768
H 1.1492 2.7088 1.8393
H 0.0787 2.4008 3.2105
H -0.4532 0.4059 2.1791
C 0.8568 -5.0542 -1.4446
C 0.8514 -3.5856 -1.0709
O 1.4583 -2.7959 -2.0952
H 1.8774 -5.4005 -1.6180
H 0.4094 -5.6652 -0.6591
H 0.2962 -5.2055 -2.3701
H 1.4245 -3.4160 -0.1605
H -0.1743 -3.2394 -0.9008
H 0.9501 -2.9309 -2.9046
C -7.0280 0.8160 0.9192
C -5.9978 1.8173 1.4078
O -4.8254 1.1708 1.8935
H -7.3014 0.1318 1.7229
H -7.9290 1.3196 0.5650
H -6.6220 0.2162 0.1018
H -6.3957 2.4038 2.2349
H -5.7239 2.5078 0.6017
H -4.4584 0.6584 1.1638
C 1.1134 -6.0223 -6.7402
C 1.0270 -5.7167 -5.2567
O -0.1897 -5.0473 -4.9258
H 1.0412 -5.1029 -7.3215
H 2.0534 -6.5189 -6.9842
H 0.2903 -6.6706 -7.0495
H 1.8388 -5.0565 -4.9551
H 1.1009 -6.6378 -4.6686
H -0.9223 -5.6216 -5.1736
C -2.0985 4.3751 5.7593
C -1.2457 5.0320 4.6902
O -1.4463 4.4315 3.4138
H -1.8691 3.3111 5.8209
H -1.9234 4.8305 6.7358
H -3.1602 4.4711 5.5191
H -0.1880 4.9170 4.9244
H -1.4669 6.1031 4.6258
H -2.3756 4.5313 3.1799
C -0.8745 2.3258 -6.2614
C 0.4614 2.0982 -6.9430
O 1.5114 2.8088 -6.2907
H -1.1174 3.3891 -6.2471
H -1.6743 1.7897 -6.7753
H -0.8383 1.9849 -5.2257
H 0.4361 2.4550 -7.9716
H 0.7049 1.0303 -6.9586
H 1.5542 2.4935 -5.3813
C 5.1234 -1.4975 -0.2896
C 5.2107 -2.9717 0.0616
O 3.9206 -3.5718 0.1152
H 4.5093 -0.9702 0.4413
H 6.1136 -1.0392 -0.3126
H 4.6557 -1.3619 -1.2673
H 5.6590 -3.1052 1.0451
H 5.8287 -3.5034 -0.6702
H 3.5171 -3.4698 -0.7565
C 2.2808 1.9919 7.8368
C 1.1689 2.7303 7.1152
O 0.4013 1.8543 6.2936
H 2.9393 1.5028 7.1185
H 2.8732 2.6739 8.4483
H 1.8702 1.2151 8.4859
H 1.5823 3.4918 6.4552
H 0.5074 3.2248 7.8350
H 0.0155 1.1790 6.8623
```

Values from the calculation:
highest occupied orbital energy = -8.859 eV
LUMO level = 0.0218 Ha
SMILES = C[C@@H](F)CPCl.CCO.CCO.CCO.CCO.CCO.CCO.CCO.CCO

***

Entry 2:
Here is a structure of composition C19H55FeN17O11 in a non-equilibrium geometry from the Open Molecules 2025 dataset. Energies are from wB97M-V/def2-TZVPD.

```
103
Properties=species:S:1:pos:R:3
Fe -18.3070 11.8256 2.2124
O -17.2222 13.4124 2.8690
C -16.6957 13.9865 1.6784
C -17.6658 13.8844 0.5113
O -18.3776 12.6745 0.4458
H -15.7314 13.5315 1.4141
H -16.5203 15.0481 1.9078
H -17.1067 14.0227 -0.4268
H -18.3619 14.7385 0.4515
C -15.2262 18.8593 -5.8549
C -15.9874 18.7237 -4.5271
C -17.5076 18.7262 -4.7718
C -17.9708 17.4635 -5.4374
C -17.6616 16.2231 -4.5798
C -16.1716 16.1477 -4.2232
N -15.6914 17.4764 -3.8067
O -14.3143 17.3853 -3.5683
C -16.1015 15.3358 -2.9080
C -15.3658 15.4353 -5.2954
C -15.6960 19.8890 -3.5934
H -14.1753 18.9813 -5.5999
H -15.5875 19.6110 -6.5562
H -15.3693 17.9213 -6.3889
H -18.0314 18.9755 -3.8464
H -17.7053 19.5470 -5.4710
H -17.4703 17.2270 -6.3860
H -19.0220 17.4459 -5.7434
H -17.9617 15.3537 -5.1645
H -18.2552 16.3106 -3.6681
H -16.6305 15.8720 -2.1184
H -16.6011 14.3732 -3.0561
H -15.0614 15.2065 -2.6112
H -15.4778 15.9170 -6.2698
H -14.3057 15.4439 -5.0455
H -15.6862 14.4032 -5.4476
H -16.0325 19.7205 -2.5672
H -16.2011 20.7842 -3.9639
H -14.6277 20.1101 -3.5153
H -14.1278 17.7616 -2.6932
C -21.4498 10.0379 -1.5276
O -20.9307 8.9340 -1.6916
N -21.0002 10.9270 -0.5912
N -22.5197 10.4502 -2.2498
H -20.1190 10.6790 -0.1851
H -21.2752 11.8820 -0.7445
H -23.0522 11.2630 -2.0003
H -22.8068 9.8743 -3.0169
C -13.9425 18.0146 0.1534
O -13.5126 17.6629 -0.9330
N -14.1557 17.1776 1.2135
N -14.2931 19.3212 0.3880
H -14.1820 17.6500 2.0997
H -14.0159 16.1895 1.1401
H -14.6487 19.6881 1.2505
H -14.2951 19.9382 -0.4030
C -21.9887 14.3545 -1.7293
O -22.5983 13.3472 -2.0688
N -22.5120 15.5988 -1.9664
N -20.7926 14.3882 -1.0501
H -22.1504 16.4441 -1.5725
H -23.4094 15.5182 -2.4106
H -20.0898 13.6690 -0.9564
H -20.4529 15.3140 -0.8460
C -20.7192 13.6151 3.0164
O -20.1423 12.5212 2.9309
N -22.0567 13.7116 3.2037
N -20.0233 14.7759 2.9058
H -22.5517 12.8402 3.1212
H -22.4702 14.5162 3.6338
H -20.5583 15.6101 2.7564
H -19.0163 14.6824 2.8509
C -12.5094 12.0749 2.4198
O -11.4846 12.1840 3.0556
N -12.5760 11.8083 1.0797
N -13.7490 12.1787 3.0150
H -11.7756 11.6587 0.4950
H -13.4237 11.4260 0.6953
H -13.7771 12.1313 4.0164
H -14.6211 12.0782 2.5323
C -15.4607 16.4003 5.0530
O -15.3634 17.1937 5.9703
N -16.6437 15.7332 4.7990
N -14.3927 15.9910 4.2741
H -16.6350 14.9033 4.2251
H -17.4758 15.9475 5.3118
H -13.4956 16.1236 4.7094
H -14.5060 15.1923 3.6736
C -16.5823 11.2465 -2.6258
O -15.6137 11.6254 -1.9850
N -16.4621 10.6555 -3.8656
N -17.8476 11.2519 -2.1299
H -17.2174 10.4677 -4.4969
H -15.5374 10.6352 -4.2558
H -18.6544 10.9082 -2.6169
H -17.9522 11.6921 -1.2272
C -17.9938 13.2520 7.0653
O -18.6159 13.2406 8.1162
N -18.5870 13.5543 5.8608
N -16.6721 12.8847 6.9853
H -18.0627 13.4228 5.0155
H -19.4501 14.0597 5.9009
H -16.2336 12.6846 7.8631
H -16.2180 12.9791 6.0976
```

Values from the calculation:
highest occupied orbital energy (alpha / beta) = -7.836 / -7.836 eV
2S+1 = 5
LUMO level (alpha / beta) = -0.0571 / -0.0659 Ha

***

Entry 3:
Here is a cluster of 8 separate species, C19H55N2O10S in total in a non-equilibrium geometry from the Open Molecules 2025 dataset. Energies are from wB97M-V/def2-TZVPD.

```
87
Properties=species:S:1:pos:R:3
C 1.8099 3.3283 2.3795
S 0.1867 4.2346 2.0627
O 0.1447 4.8706 0.6242
O 0.0284 5.4108 3.0942
C -1.1851 2.9723 2.3187
C -2.6922 3.6222 2.4428
N -3.6381 2.5401 2.9139
C -3.2642 1.1333 2.5050
C -2.2922 1.0204 1.1910
O -1.5994 -0.3095 1.2502
N -1.2004 2.0638 1.1053
H 1.6212 2.1837 2.1981
H 2.6812 3.6614 1.6682
H 2.1297 3.5451 3.4963
H -0.9288 2.4136 3.3343
H -2.7326 4.6002 3.1144
H -3.0068 3.9664 1.3530
H -3.6042 2.5594 3.9775
H -4.6214 2.7801 2.6581
H -4.2805 0.5305 2.3502
H -2.7126 0.6061 3.4124
H -2.9288 0.9988 0.2085
H -0.6883 -0.0941 0.8421
H -1.4551 2.6386 0.2465
C -0.0859 -3.4486 3.5162
C 0.4161 -3.7261 2.1143
O -0.6820 -3.9291 1.2372
H -0.6948 -4.2832 3.8790
H 0.7486 -3.2943 4.2059
H -0.7243 -2.5592 3.5302
H 1.0353 -4.6278 2.1008
H 1.0151 -2.8905 1.7395
H -1.2210 -3.1196 1.2499
C -3.7067 -3.8147 5.7194
C -3.7309 -2.5166 4.9393
O -2.8160 -2.5849 3.8554
H -2.7005 -4.0151 6.1017
H -4.4035 -3.7767 6.5614
H -3.9767 -4.6584 5.0759
H -3.4392 -1.6793 5.5801
H -4.7308 -2.3156 4.5427
H -3.0887 -3.3262 3.2879
C 1.6590 -6.8512 -0.3327
C 0.2903 -7.3064 -0.7950
O -0.7142 -6.7449 0.0368
H 1.8337 -7.1512 0.7058
H 2.4451 -7.2791 -0.9610
H 1.7359 -5.7595 -0.3659
H 0.2102 -8.3960 -0.7394
H 0.1029 -6.9989 -1.8284
H -0.6400 -5.7772 -0.0262
C -0.7410 5.3076 -2.8386
C -2.1097 4.8524 -3.3009
O -3.1142 5.4139 -2.4691
H -0.5663 5.0076 -1.8001
H 0.0451 4.8797 -3.4669
H -0.6641 6.3993 -2.8717
H -2.1898 3.7628 -3.2453
H -2.2971 5.1599 -4.3343
H -3.0400 6.3816 -2.5320
C -1.2210 0.3779 -3.6284
C -2.5160 0.3094 -2.8457
O -2.5326 1.3178 -1.8461
H -0.3617 0.2474 -2.9625
H -1.1905 -0.3961 -4.4003
H -1.1081 1.3568 -4.1057
H -2.6144 -0.6621 -2.3526
H -3.3796 0.4520 -3.5027
H -2.4531 2.1770 -2.2949
C 3.6556 0.0172 -3.9239
C 2.3923 -0.6947 -3.4863
O 1.4490 -0.7052 -4.5477
H 3.4327 1.0458 -4.2259
H 4.3916 0.0380 -3.1153
H 4.0997 -0.4803 -4.7923
H 1.9399 -0.1817 -2.6325
H 2.6049 -1.7279 -3.1951
H 1.8572 -1.1703 -5.2981
C 7.4103 2.2207 -2.3772
C 7.5190 0.7761 -2.8197
O 6.6147 0.5259 -3.8855
H 6.3896 2.4477 -2.0524
H 8.0980 2.4288 -1.5528
H 7.6385 2.8981 -3.2066
H 7.2688 0.1030 -1.9944
H 8.5335 0.5447 -3.1583
H 6.8506 1.1227 -4.6164
```

Values from the calculation:
net charge = +1
highest occupied orbital energy = -11.210 eV
LUMO level = -0.1301 Ha